[1]
The following is a DFT calculation (the ωB97M-V functional and the def2-TZVPD basis) of a molecular structure, C2H3F2O2Si.

The value obtained for the highest occupied orbital energy is -5.472 eV. The gap between HOMO and LUMO is 8.98 eV. Its multiplicity is 1. The charge is -1.

```
10
Properties=species:S:1:pos:R:3:mulliken_charge:R:1
C -1.23 -0.67 -0.25 0.59
C 0.17 -0.54 -0.71 -0.66
O -2.14 -1.32 -0.73 -0.68
O -1.28 0.04 0.84 -0.50
F 0.28 2.11 0.77 -0.31
F 2.24 0.76 0.55 -0.46
Si 0.60 0.52 0.79 0.70
H -0.11 0.46 -2.25 0.13
H 0.70 -1.36 -1.17 0.38
H 0.76 0.01 2.15 -0.20
```



[2]
The following is a DFT calculation (the ωB97M-V functional and the def2-TZVPD basis) of a molecular structure, C16H16FeNO3.

The value obtained for the highest occupied orbital energy (spin up / spin down) is -9.467 / -11.424 eV. The gap between HOMO and LUMO (spin up / spin down) is 6.64 / 4.94 eV. Its multiplicity is 5. As for the expectation value of S²: 6.06. The charge is +1.

```
37
Properties=species:S:1:pos:R:3:mulliken_charge:R:1
O 4.41 -1.45 0.94 -0.34
C 4.24 -0.36 1.30 0.28
Fe 4.05 1.38 1.52 0.20
C 5.35 1.51 2.66 0.22
O 6.34 1.56 3.26 -0.32
C 5.09 1.62 0.14 0.26
O 5.88 1.58 -0.71 -0.32
C -0.17 0.92 -0.36 0.92
C 0.39 0.51 1.05 -0.47
C 1.51 1.32 1.61 -0.95
C 2.09 2.40 0.96 -0.25
C 1.62 2.70 -0.38 -0.68
C 0.67 1.96 -1.02 -0.79
H -1.21 1.23 -0.22 0.29
H -0.47 0.56 1.74 0.31
H 0.70 -0.56 1.04 0.11
H 1.75 1.14 2.67 0.54
H 2.65 3.20 1.50 0.51
H 2.05 3.58 -0.88 0.44
H 0.42 2.13 -2.07 0.43
C -5.26 -2.41 -0.31 -1.41
C -3.86 -2.01 -0.65 0.84
C -2.79 -2.46 0.13 -0.73
C -1.49 -2.00 -0.12 -0.56
C -1.34 -1.10 -1.17 0.17
N -0.14 -0.26 -1.20 0.04
C -2.35 -0.72 -2.04 -0.57
C -3.64 -1.18 -1.76 -0.60
H -5.97 -1.93 -0.99 0.34
H -5.38 -3.49 -0.41 0.35
H -5.53 -2.14 0.72 0.34
H -2.98 -3.17 0.94 0.43
H -0.64 -2.27 0.50 0.36
H -0.02 0.00 -2.18 0.47
H 0.66 -0.85 -0.93 0.51
H -2.15 -0.05 -2.88 0.32
H -4.48 -0.90 -2.40 0.33
```



[3]
The following is a DFT calculation (the ωB97M-V functional and the def2-TZVPD basis) of a single C5H13NO molecule.

The value obtained for the highest occupied orbital energy is -8.059 eV. The gap between HOMO and LUMO is 8.88 eV. Its multiplicity is 1. The charge is 0. As for the SMILES: CCN(C)CCO.

```
20
Properties=species:S:1:pos:R:3:mulliken_charge:R:1
C -1.15 -0.50 -2.29 -0.98
C -0.30 0.63 -1.51 -0.48
N 0.68 0.26 -0.46 0.03
C 0.82 -1.15 -0.20 -1.11
C 0.55 0.94 0.90 -0.66
C -0.18 0.12 2.02 -0.55
O -0.29 1.06 3.10 -0.52
H -1.02 -0.36 -3.49 0.24
H -2.16 -0.35 -1.98 0.29
H -0.94 -1.53 -2.14 0.39
H -0.92 1.39 -1.17 0.40
H 0.38 1.05 -2.27 0.26
H 1.93 -1.33 0.23 0.32
H 0.35 -1.64 0.70 0.31
H 0.94 -1.84 -1.08 0.39
H 1.44 1.26 1.39 0.40
H 0.02 1.92 0.74 0.31
H 0.46 -0.76 2.28 0.33
H -1.19 -0.07 1.67 0.31
H 0.60 0.91 3.58 0.32
```